No. 1
20
Properties=species:S:1:pos:R:3:forces:R:3 method="wB97M-V/def2-TZVPD" homo_ev=-9.033 lumo_energy_ev=-0.4 multiplicity=1 relative_energy_kcal_mol=0.0 total_charge=0
C 1.21311 -0.28851 0.09480 1.0 -1.9 -1.4
C -0.30520 -0.07594 -0.07973 1.0 2.1 2.3
C -0.64299 -0.07417 -1.53789 -0.1 0.6 -0.7
C -0.99071 -1.18928 0.71765 -0.2 -1.0 0.5
C -0.69467 1.36139 0.47190 -1.6 1.1 0.4
C 0.34410 2.35389 1.10160 -1.4 -0.6 0.6
Br 1.37549 3.33852 -0.27331 -0.2 -0.5 0.6
P -2.24255 2.17166 0.48595 1.8 -1.6 0.0
Br -3.81546 0.70462 -0.29288 0.4 0.5 0.1
H 1.40759 -1.30802 -0.33963 -0.5 0.4 0.5
H 1.86725 0.23944 -0.69921 -0.8 0.2 2.1
H 1.51129 -0.47880 1.16935 0.2 1.2 -1.2
H 0.11635 -0.64344 -2.02211 0.6 -0.5 -0.7
H -0.55732 0.98779 -1.94081 -0.7 -1.6 0.2
H -1.56775 -0.64098 -1.67524 -0.2 0.8 -0.5
H -0.89116 -1.20239 1.83982 0.9 0.2 -1.1
H -0.65805 -2.17459 0.26794 -0.4 1.0 0.7
H -2.06534 -1.12474 0.67710 -0.4 -0.1 -0.7
H 0.97382 1.79144 1.82236 0.1 0.5 -0.9
H -0.18342 3.13299 1.73010 0.6 -0.7 -1.0



No. 2
114
Properties=species:S:1:pos:R:3:forces:R:3 method="wB97M-V/def2-TZVPD" homo_ev=-4.901 lumo_energy_ev=2.0 multiplicity=1 relative_energy_kcal_mol=52.0 total_charge=-1
Pb -0.35498 0.02845 -0.49532 -0.2 0.3 0.1
C -3.44137 -0.40875 -5.24988 -0.1 -0.1 0.1
S -4.55309 -0.19054 -3.83462 0.1 0.1 0.0
C -3.34872 0.28700 -2.59245 0.1 -0.1 -0.3
S -1.95745 -0.76729 -2.49539 -0.1 0.0 0.2
N -3.67573 1.33244 -1.94752 -0.1 0.0 -0.1
N -2.90962 1.74239 -0.88856 0.1 -0.2 0.2
C -2.28343 2.83193 -1.06920 -0.2 0.2 -0.1
C -1.55063 3.48254 0.03127 0.0 0.0 0.0
C -0.65095 4.50032 -0.27390 0.0 0.0 0.0
C 0.02508 5.11892 0.76187 0.0 0.0 0.0
C -0.22254 4.70611 2.06168 0.1 0.0 0.0
C -1.13436 3.67948 2.26162 0.1 0.0 0.0
N -1.79027 3.07670 1.27944 0.0 0.0 0.1
H -4.05019 -0.29680 -6.14610 0.0 0.0 0.0
H -2.97107 -1.38885 -5.23742 0.0 0.0 0.0
H -2.67707 0.36538 -5.22770 0.0 0.0 0.0
H -2.26430 3.31260 -2.04710 -0.1 0.0 0.1
H -0.46260 4.76162 -1.30683 0.0 0.0 0.0
H 0.74570 5.90019 0.55648 0.0 0.0 0.0
H 0.29295 5.15156 2.90229 0.0 0.0 0.0
H -1.34284 3.31640 3.26453 0.0 0.0 0.0
O -0.83516 2.47270 -3.59568 0.0 0.0 -0.2
S 0.52989 2.71540 -3.17716 0.3 -0.2 0.0
O 0.95929 4.09759 -3.26939 0.0 0.0 0.0
O 0.86482 2.09893 -1.88268 0.0 0.1 0.1
C 1.56020 1.80605 -4.33037 0.0 0.0 0.0
C 1.82114 2.44008 -5.53946 0.0 0.0 0.0
C 2.61136 1.83248 -6.49876 0.0 0.0 0.0
C 3.15014 0.58019 -6.24505 0.0 0.0 0.0
C 2.88689 -0.05559 -5.04332 0.0 0.0 0.0
C 2.08593 0.53631 -4.06220 0.0 0.1 0.0
P 1.80476 -0.38018 -2.47980 0.2 -0.1 -0.2
C 3.28834 0.01777 -1.49384 0.0 0.0 0.1
C 3.35979 -0.54728 -0.21867 0.0 0.0 0.0
C 4.45258 -0.30121 0.59734 0.1 0.0 0.0
C 5.47866 0.52338 0.15574 0.0 -0.1 0.0
C 5.40729 1.09733 -1.10485 0.0 0.0 0.0
C 4.31783 0.84569 -1.92834 0.0 0.1 0.0
C 2.14356 -2.10152 -3.00864 -0.1 0.0 0.0
C 3.32474 -2.79422 -2.77085 0.0 0.0 0.0
C 3.45519 -4.11745 -3.17457 0.0 0.0 0.0
C 2.40790 -4.75577 -3.82105 0.0 0.0 0.0
C 1.22210 -4.07080 -4.05786 0.0 0.0 0.0
C 1.08839 -2.75617 -3.64560 0.0 0.0 0.0
H 1.40307 3.42504 -5.70018 0.0 0.0 0.0
H 2.81227 2.33482 -7.43689 0.0 0.0 0.0
H 3.77869 0.09473 -6.98141 0.0 0.0 0.0
H 3.31194 -1.03404 -4.86409 0.0 0.0 0.0
H 2.55846 -1.18369 0.14667 0.0 0.0 0.0
H 4.48921 -0.74268 1.58611 0.0 0.0 0.0
H 6.32405 0.73284 0.79974 0.0 0.0 0.0
H 6.19629 1.75579 -1.44687 0.0 0.0 0.0
H 4.26182 1.31192 -2.90423 0.0 0.0 0.0
H 4.14696 -2.30458 -2.26313 0.0 0.0 0.0
H 4.37831 -4.64915 -2.97868 0.0 0.0 0.0
H 2.50927 -5.78923 -4.12876 0.0 0.0 0.0
H 0.39318 -4.56881 -4.54459 0.0 0.0 0.0
H 0.15001 -2.23337 -3.80117 0.0 0.0 0.0
N 3.00529 1.36685 4.07867 0.0 0.1 0.0
C 3.61036 2.23251 3.19140 0.0 0.0 0.0
C 4.71508 3.07128 3.29958 0.0 0.0 0.0
C 5.03316 3.81816 2.18015 0.0 0.0 0.0
C 4.28039 3.72555 0.99865 0.0 0.0 0.0
C 3.19247 2.88133 0.89547 -0.1 0.0 0.0
C 2.85680 2.12380 2.01572 -0.1 0.1 0.0
N 1.82436 1.21061 2.19236 -0.1 0.0 -0.1
C 1.94479 0.79424 3.41542 0.0 0.0 0.1
C 1.07229 -0.18040 4.10225 -0.1 0.1 0.0
C 0.81755 -0.02956 5.41414 0.1 -0.1 0.1
S -0.10613 -1.19174 6.33301 0.0 -0.1 0.0
C -0.31502 -1.98029 3.47688 0.0 0.1 -0.1
N 0.76767 -1.32180 3.38721 0.1 -0.1 0.1
H 3.31218 1.12766 5.00369 0.0 0.0 0.0
H 5.29600 3.13732 4.21107 0.0 0.0 0.0
H 5.88482 4.48636 2.21418 0.0 0.0 0.0
H 4.56531 4.32537 0.14345 0.0 0.0 0.0
H 2.61786 2.79420 -0.01873 -0.1 0.0 -0.1
H 1.23695 0.79905 5.96920 0.0 0.0 -0.1
H -0.29826 -2.94782 2.98006 0.0 0.0 0.0
S 0.15324 -2.66981 -0.09929 -0.1 0.0 0.0
C -1.14760 -3.59028 0.64767 0.1 0.0 0.0
C -0.97670 -4.98663 0.69029 0.0 0.0 0.0
C -1.90013 -5.81434 1.29597 0.0 0.0 0.0
C -3.04561 -5.28155 1.88127 0.0 0.0 0.0
C -3.23931 -3.91306 1.83643 0.0 0.0 0.0
C -2.30643 -3.06239 1.23942 -0.1 0.0 -0.1
As -2.63304 -1.14381 1.14401 0.1 -0.2 0.3
C -2.30176 -0.60146 2.99862 0.1 -0.1 0.0
C -2.61509 0.65345 3.31884 0.0 0.0 0.0
C -2.57450 1.13232 4.70277 0.0 -0.1 0.0
C -2.24376 0.32365 5.70393 0.0 0.0 0.0
C -1.72550 -1.06623 5.48656 0.0 0.0 0.1
C -1.68826 -1.56313 4.00962 0.0 0.0 0.0
C -4.58300 -1.19132 1.10786 0.0 0.1 -0.1
C -5.13560 -1.60873 -0.10237 0.0 0.0 0.0
C -6.51009 -1.66392 -0.26320 0.0 0.0 0.0
C -7.34755 -1.29961 0.78412 0.0 0.0 0.0
C -6.80198 -0.87788 1.98680 0.0 0.0 0.0
C -5.42196 -0.81935 2.14883 0.0 0.0 0.0
H -0.09128 -5.40211 0.22575 0.0 0.0 0.0
H -1.73112 -6.88480 1.30707 0.0 0.0 0.0
H -3.77954 -5.92341 2.35196 0.0 0.0 0.0
H -4.13958 -3.49057 2.26985 0.0 0.0 0.0
H -2.96226 1.33724 2.55163 0.0 0.0 0.0
H -2.90388 2.14435 4.90578 0.0 0.0 0.0
H -2.28972 0.65443 6.73459 0.0 0.0 0.0
H -2.31905 -1.76701 6.08179 -0.1 0.0 -0.1
H -2.28523 -2.47700 3.96216 0.1 0.0 0.0
H -4.48571 -1.88241 -0.92757 0.0 0.0 0.0
H -6.92500 -1.97738 -1.21281 0.0 0.0 0.0
H -8.42261 -1.33562 0.65850 0.0 0.0 0.0
H -7.44997 -0.58741 2.80506 0.0 0.0 0.0
H -5.00599 -0.48202 3.08964 0.0 0.0 0.0